Entry 1:
{
  "formula": "C4H11O4",
  "method": "the ωB97M-V functional and the def2-TZVPD basis",
  "spin_multiplicity": 1,
  "gap_ev": 7.655,
  "e_lumo_ha": 0.1217,
  "homo_energy_ev": -4.343,
  "energy_ev": -12517.992,
  "max_force_ev_per_a": 2.09,
  "total_charge": -1,
  "relative_energy_ev": 0.617,
  "elements": ["O", "C", "O", "C", "C", "C", "H", "H", "H", "H", "H", "H", "H", "H", "H", "O", "H", "H", "O"],
  "positions_angstrom": [[-0.97089, 1.29567, -2.21710], [-1.33430, 0.81830, -1.10614], [-2.47964, 0.43553, -0.79673], [-0.26915, 0.69507, -0.00969], [0.54459, -0.65573, 0.06498], [-0.25677, -1.70005, 0.81479], [-0.59711, 0.75314, 1.01687], [0.55238, 1.40355, -0.13991], [1.43418, -0.37397, 0.63215], [0.95148, -0.95435, -0.89712], [-0.66853, -1.37546, 1.76448], [-1.09448, -2.04296, 0.21760], [0.32171, -2.58632, 1.08467], [-0.22033, 1.64275, 3.11918], [0.38702, 0.27432, 2.73153], [0.56502, 1.22506, 2.75789], [0.62991, 1.04940, -2.95681], [1.15066, -0.35660, -2.80148], [1.35424, 0.45267, -3.27916]],
  "forces_ev_per_a": [[0.138, -0.009, 0.168], [-0.242, -0.003, 0.154], [-0.119, -0.121, 0.055], [1.823, -0.965, -0.367], [-0.510, 1.211, 0.521], [0.291, -1.083, -0.409], [-0.833, 0.595, -0.339], [-0.474, 0.531, -0.148], [0.125, -0.214, 0.218], [-0.371, -0.391, -0.156], [-0.131, 0.562, 0.120], [-0.266, 0.041, -0.079], [0.235, -0.141, -0.207], [-0.132, -0.119, -0.056], [-0.079, 0.330, -0.003], [0.508, -0.120, 0.625], [-0.073, -0.435, 0.013], [-0.037, 0.061, -0.126], [0.147, 0.272, 0.016]],
  "lowdin_charge": [-0.10, -0.72, -0.07, -0.14, -0.24, -0.12, 0.06, 0.10, 0.09, 0.08, 0.06, 0.07, 0.06, 0.04, 0.02, -0.06, 0.00, -0.01, -0.12]
}

Entry 2:
{
  "formula": "C7H18KN2Si",
  "method": "the ωB97M-V functional and the def2-TZVPD basis",
  "spin_multiplicity": 1,
  "gap_ev": 7.889,
  "e_lumo_ha": -0.1406,
  "homo_energy_ev": -11.715,
  "energy_ev": -34724.007,
  "max_force_ev_per_a": 5.00,
  "total_charge": 1,
  "relative_energy_ev": 3.026,
  "elements": ["C", "C", "C", "N", "Si", "C", "C", "C", "C", "N", "H", "H", "H", "H", "H", "H", "H", "H", "H", "H", "H", "H", "H", "H", "H", "H", "H", "H", "K"],
  "positions_angstrom": [[2.56032, -0.49953, 0.54501], [2.03238, 1.04581, 0.29245], [2.33372, 1.65331, -1.23642], [1.42506, 1.85023, 1.22446], [-0.10848, 1.15054, 1.84959], [-1.63055, 1.37170, 0.65394], [-1.40956, 0.72295, -0.83515], [-1.91561, -0.82698, -1.00364], [-1.05661, -1.93776, -0.15839], [-0.77543, -3.15676, -1.06231], [3.74480, -0.46024, 0.45067], [2.14260, -1.15363, -0.35973], [2.29466, -0.93504, 1.59754], [3.48817, 1.53126, -1.44301], [1.94975, 2.75674, -1.30240], [1.77290, 0.98825, -2.05249], [-0.44054, 1.72332, 3.16984], [0.11560, -0.29449, 2.11040], [-2.62858, 1.05041, 1.18930], [-1.72588, 2.55050, 0.49239], [-2.07988, 1.37226, -1.58006], [-0.31817, 0.78701, -1.25201], [-1.76832, -1.10075, -2.15628], [-3.09469, -0.89824, -0.83258], [0.00749, -1.57365, 0.19740], [-1.67689, -2.35144, 0.77326], [-0.04185, -3.69053, -0.50613], [-0.20172, -2.73575, -1.85374], [-2.99469, 1.06048, 3.08807]],
  "forces_ev_per_a": [[0.229, 0.740, -0.823], [-0.908, 1.447, 1.052], [0.265, -0.771, 0.771], [-0.371, -3.628, -3.420], [2.329, 0.077, -1.026], [-0.083, 1.318, -0.767], [-1.368, -0.226, -0.896], [0.101, 0.034, -0.768], [-0.167, -0.478, 0.179], [1.731, 1.495, 0.804], [-2.533, -0.080, 0.119], [0.994, 1.258, 2.079], [0.333, 0.964, -2.155], [-2.334, 0.484, 0.301], [0.931, -2.212, 0.227], [1.181, 1.324, 1.919], [-0.244, 0.313, 0.134], [-0.442, -0.016, 0.075], [2.216, 0.358, -3.140], [0.105, -2.369, 0.408], [1.536, -1.432, 1.570], [-1.953, 0.086, 1.247], [-0.316, 0.609, 2.480], [2.643, 0.060, -0.121], [-2.427, -0.041, -0.424], [1.415, 1.055, -1.901], [-1.261, 0.511, -1.041], [-0.938, -0.865, 1.056], [-0.664, -0.014, 2.065]],
  "lowdin_charge": [-0.09, -0.36, -0.07, -0.08, 0.52, -0.37, -0.23, -0.19, -0.29, -0.06, 0.11, 0.09, 0.08, 0.09, 0.09, 0.09, -0.07, -0.03, -0.05, 0.11, 0.13, 0.09, 0.13, 0.13, 0.07, 0.12, 0.08, 0.07, 0.92]
}

Entry 3:
{
  "formula": "C16H17N",
  "method": "the ωB97M-V functional and the def2-TZVPD basis",
  "spin_multiplicity": 2,
  "gap_ev": [7.733, 4.395],
  "e_lumo_ha": [-0.1327, -0.2553],
  "homo_energy_ev": [-11.345, -11.342],
  "energy_ev": -18350.038,
  "max_force_ev_per_a": 2.63,
  "total_charge": 1,
  "s_squared": 0.773,
  "relative_energy_ev": 0.745,
  "elements": ["C", "C", "C", "C", "C", "C", "C", "C", "C", "N", "H", "H", "H", "H", "H", "H", "H", "H", "H", "C", "C", "C", "C", "C", "C", "C", "H", "H", "H", "H", "H", "H", "H", "H"],
  "positions_angstrom": [[4.08264, -2.83959, -1.23693], [0.73290, -2.64269, 0.33127], [1.90888, -2.04702, -0.20259], [2.76349, -3.09136, -0.63492], [2.07838, -4.30054, -0.44952], [-0.17410, -0.54031, 0.86510], [-0.33985, -1.92044, 0.84741], [0.86091, 0.11146, 0.18717], [1.93969, -0.65036, -0.23485], [0.88869, -4.02897, 0.16820], [-0.76343, 0.12131, 1.49528], [-1.18546, -2.44436, 1.26591], [0.91238, 1.18749, 0.23376], [2.86338, -0.11120, -0.40924], [0.14449, -4.70924, 0.21648], [2.32163, -5.34301, -0.56989], [4.90480, -3.45356, -0.91939], [4.46182, -1.82465, -1.01377], [4.02448, -2.75690, -2.33245], [-0.84668, 4.51585, -0.13307], [-2.93061, 1.39975, -0.81163], [-2.07919, 2.49411, -0.97261], [-3.43862, 1.13478, 0.46221], [-1.81852, 3.38461, 0.07801], [-3.03288, 1.87383, 1.55211], [-2.33501, 3.06953, 1.32302], [-3.06076, 0.70719, -1.61893], [-1.62856, 2.65502, -1.94339], [-4.23721, 0.40240, 0.51124], [-3.16235, 1.51334, 2.56421], [-0.50028, 4.44550, -1.16490], [-0.02453, 4.50310, 0.57544], [-2.07069, 3.65422, 2.19577], [-1.25984, 5.53073, -0.22452]],
  "forces_ev_per_a": [[0.697, 1.529, -0.592], [-0.622, 0.285, -0.507], [-1.054, -0.878, 0.526], [0.538, 1.398, -0.193], [-2.022, -0.033, 1.683], [-0.076, 1.361, -0.021], [1.245, -1.386, -0.217], [0.324, -0.996, 0.770], [0.750, 1.191, 0.083], [0.914, -0.358, -0.993], [-0.597, -0.378, -0.356], [-0.141, 0.208, 0.179], [0.082, 0.049, -0.103], [0.030, -0.149, -0.572], [0.019, -0.003, 0.330], [0.394, 0.081, -0.425], [0.020, -0.877, -0.083], [-0.549, -0.264, 0.330], [-0.030, -0.684, 0.123], [-0.442, 0.516, -1.168], [0.775, 0.868, 0.877], [-0.291, -0.203, -0.020], [-0.550, -0.566, -0.929], [0.036, -0.151, -0.361], [0.282, 0.869, -0.266], [0.442, -0.918, 0.894], [-0.481, -0.063, -0.356], [0.084, 0.120, -0.021], [0.432, -0.460, 0.464], [-0.644, 0.295, 0.036], [0.663, -0.422, 0.105], [0.068, 0.088, -0.013], [0.070, 0.194, -0.087], [-0.366, -0.260, 0.886]],
  "lowdin_charge": [-0.01, -0.16, -0.12, -0.13, 0.08, -0.01, 0.06, -0.02, 0.04, 0.14, 0.12, 0.13, 0.12, 0.13, 0.18, 0.15, 0.09, 0.09, 0.11, -0.05, -0.08, -0.06, -0.12, -0.28, -0.10, -0.05, 0.10, 0.11, 0.10, 0.10, 0.07, 0.08, 0.11, 0.09]
}

Entry 4:
{
  "formula": "BrClFP",
  "method": "the ωB97M-V functional and the def2-TZVPD basis",
  "spin_multiplicity": 1,
  "gap_ev": [9.866, 4.473],
  "e_lumo_ha": [-0.0504, -0.1482],
  "homo_energy_ev": [-11.238, -8.507],
  "energy_ev": -94569.737,
  "max_force_ev_per_a": 0.79,
  "relative_energy_ev": 3.478,
  "elements": ["F", "P", "Cl", "Br"],
  "positions_angstrom": [[0.75608, 1.78865, -0.53935], [0.65570, 0.85091, 0.77627], [-2.42916, -1.51657, -0.19709], [1.01738, -1.12300, -0.03983]],
  "forces_ev_per_a": [[-0.015, -0.508, 0.516], [-0.177, 0.691, -0.341], [-0.113, 0.062, 0.024], [0.305, -0.245, -0.199]],
  "lowdin_charge": [-0.49, 0.38, -0.01, 0.12]
}

Entry 5:
{
  "formula": "C3H5ClFNO3",
  "method": "the ωB97M-V functional and the def2-TZVPD basis",
  "spin_multiplicity": 1,
  "gap_ev": 10.838,
  "e_lumo_ha": -0.0164,
  "homo_energy_ev": -11.286,
  "energy_ev": -26060.644,
  "max_force_ev_per_a": 3.94,
  "relative_energy_ev": 0.294,
  "elements": ["C", "C", "C", "N", "O", "O", "O", "F", "Cl", "H", "H", "H", "H", "H"],
  "positions_angstrom": [[-0.83204, 0.93702, -0.62905], [-0.46723, -0.48162, -0.34179], [0.54035, -0.40550, 0.76740], [1.84627, 0.21284, 0.22528], [2.32393, -0.40583, -0.67802], [2.20973, 1.25193, 0.71970], [-1.64399, -1.15166, 0.18294], [0.12599, 0.23935, 1.83404], [1.03543, -2.13293, 1.33768], [-1.00242, 1.32558, 0.36890], [-1.65139, 0.97593, -1.21113], [0.07483, 1.29989, -1.14734], [-0.15432, -1.01035, -1.35914], [-2.40514, -0.65465, -0.06948]],
  "forces_ev_per_a": [[3.608, -0.265, 1.573], [-2.134, -1.556, -1.998], [1.472, -3.200, 0.588], [-0.884, 0.275, 0.864], [0.679, -0.033, -0.701], [0.099, -0.207, -0.129], [1.942, -0.580, 0.185], [-0.010, 0.381, -0.005], [-0.427, 1.571, -0.502], [-0.127, 1.048, -0.329], [-2.722, 0.373, -2.155], [-0.769, 0.849, 0.264], [0.016, 0.803, 2.605], [-0.742, 0.542, -0.259]],
  "lowdin_charge": [-0.02, -0.40, -0.69, -0.39, 0.09, 0.13, -0.03, 0.09, 0.67, 0.10, 0.06, 0.11, 0.20, 0.07]
}

Entry 6:
{
  "formula": "C6H32BO10P",
  "method": "the ωB97M-V functional and the def2-TZVPD basis",
  "spin_multiplicity": 1,
  "gap_ev": 9.085,
  "e_lumo_ha": 0.0126,
  "homo_energy_ev": -8.743,
  "energy_ev": -37182.747,
  "max_force_ev_per_a": 0.54,
  "elements": ["C", "C", "O", "B", "O", "P", "O", "C", "C", "C", "C", "H", "H", "H", "H", "H", "H", "H", "H", "H", "H", "H", "H", "H", "H", "H", "H", "H", "H", "O", "H", "H", "O", "H", "H", "O", "H", "H", "O", "H", "H", "O", "H", "H", "O", "H", "H", "O", "H", "H"],
  "positions_angstrom": [[2.87736, -1.34133, 0.23362], [1.48476, -0.74044, 0.16120], [1.43300, 0.14477, -0.97420], [0.86510, 1.36665, -0.88310], [1.35839, 2.31880, -1.73929], [-0.63854, 1.73731, 0.30092], [0.40651, 2.77140, 1.27886], [-1.83667, 0.62173, -0.69438], [-2.95340, 0.01261, 0.15813], [-3.79452, -0.96988, -0.65765], [-3.84491, 1.10504, 0.79588], [3.60500, -0.60894, 0.58432], [3.19103, -1.68964, -0.75009], [2.87364, -2.19085, 0.91765], [1.30456, -0.19084, 1.08240], [0.75604, -1.53701, 0.02388], [0.82420, 3.11548, -1.78848], [-1.42369, 2.87182, 0.02412], [-0.83644, 0.90909, 1.42649], [0.29505, 2.62569, 2.22412], [-2.28454, 1.20258, -1.51162], [-1.26538, -0.19576, -1.15011], [-2.46716, -0.54075, 0.97018], [-4.48640, -0.42540, -1.30482], [-4.39703, -1.61101, -0.00992], [-3.17175, -1.60977, -1.28504], [-3.74294, 1.13884, 1.88029], [-3.60723, 2.09598, 0.40815], [-4.89845, 0.92113, 0.58653], [1.07586, -3.77161, -1.09176], [1.07148, -3.36722, -1.96561], [1.91715, -4.23834, -1.06633], [0.68110, -0.55471, 3.46238], [1.38293, 0.01815, 3.79242], [0.85874, -1.39148, 3.90404], [3.39055, 0.82233, -3.54274], [2.80031, 1.23920, -2.89991], [2.82803, 0.19775, -4.01039], [2.59483, -6.15539, -2.60152], [2.82143, -6.86129, -3.21499], [2.56770, -6.59078, -1.74326], [-5.88258, 3.32745, 2.03350], [-5.71879, 4.21214, 1.69251], [-6.26243, 3.46750, 2.90627], [1.68579, -0.20960, 6.13425], [2.04276, 0.04287, 6.99126], [0.74073, -0.03056, 6.18258], [4.86491, 2.80179, -5.37211], [4.34387, 2.11466, -4.93575], [4.57001, 3.61985, -4.96293]],
  "forces_ev_per_a": [[-0.054, 0.028, -0.058], [0.477, -0.238, -0.107], [0.191, 0.241, 0.292], [-0.052, 0.178, -0.035], [-0.223, -0.227, -0.244], [-0.063, -0.253, -0.165], [0.088, -0.046, 0.029], [-0.069, -0.051, 0.107], [-0.034, 0.208, -0.035], [-0.047, -0.007, 0.075], [0.067, -0.260, -0.026], [0.001, 0.012, -0.030], [-0.021, -0.034, 0.007], [0.011, 0.026, 0.027], [-0.315, -0.037, -0.018], [-0.145, 0.097, 0.038], [0.132, 0.097, 0.098], [-0.001, 0.025, 0.056], [-0.017, 0.048, 0.082], [-0.012, 0.030, -0.020], [0.082, 0.023, -0.031], [0.014, 0.018, -0.009], [0.012, -0.077, -0.049], [0.065, -0.006, -0.081], [-0.011, 0.026, 0.005], [0.007, -0.034, 0.035], [0.029, 0.092, 0.000], [-0.054, 0.029, 0.008], [-0.019, 0.040, 0.026], [0.033, 0.058, 0.032], [-0.055, -0.057, -0.013], [-0.018, -0.027, -0.079], [-0.001, 0.061, -0.031], [0.009, -0.018, 0.067], [-0.016, -0.023, -0.015], [-0.006, 0.079, -0.180], [0.011, 0.037, 0.047], [0.013, -0.033, 0.039], [0.054, -0.060, 0.107], [0.015, 0.066, -0.057], [-0.055, -0.023, -0.022], [-0.016, 0.043, 0.033], [-0.001, -0.014, -0.005], [-0.003, -0.006, -0.013], [0.008, 0.013, 0.004], [-0.015, -0.003, -0.016], [0.017, 0.007, 0.014], [-0.035, 0.050, -0.107], [0.000, -0.085, 0.220], [0.018, -0.014, 0.002]],
  "lowdin_charge": [-0.06, -0.23, 0.04, -0.70, 0.14, 0.87, -0.38, -0.35, -0.49, -0.09, -0.10, 0.08, 0.08, 0.08, 0.08, 0.11, 0.10, 0.04, 0.04, 0.01, 0.09, 0.07, 0.11, 0.08, 0.08, 0.07, 0.07, 0.05, 0.07, -0.05, 0.05, 0.02, -0.06, 0.03, 0.04, -0.04, 0.01, 0.05, -0.06, 0.04, 0.04, -0.05, 0.04, 0.04, -0.06, 0.04, 0.04, -0.07, -0.01, 0.03]
}